Formula: C23H33O22
Source: the Open Molecules 2025 dataset
Level of theory: the ωB97M-V functional and the def2-TZVPD basis

Calculated values
Molecular weight = 661.50 g mol⁻¹
Charge = -1
E = -2551.607708 Ha
Orbital gap = 6.737 eV
ΔE to the lowest compared entry with this formula, charge and spin = 0.0 kJ/mol

Element x y z (Å)
1 C -0.96 1.00 -1.40
2 C -0.23 0.61 -0.10
3 O -1.00 -0.02 0.81
4 H -1.83 1.61 -1.18
5 H -1.09 0.10 -1.99
6 H -0.26 1.63 -1.97
7 H 0.32 1.47 0.37
8 H 0.63 -0.04 -0.44
9 C 3.10 -0.94 0.53
10 C 4.25 -0.71 1.54
11 O 4.74 0.59 1.22
12 C 4.14 1.06 0.09
13 O 4.44 2.09 -0.43
14 O 3.23 0.20 -0.35
15 H 2.11 -0.87 0.98
16 H 3.15 -1.82 -0.11
17 H 5.07 -1.41 1.37
18 H 3.87 -0.73 2.55
19 C 1.27 1.45 3.03
20 C 1.54 2.96 2.84
21 O 2.52 3.24 3.86
22 C 2.43 2.30 4.81
23 O 2.90 2.38 5.90
24 O 1.76 1.21 4.35
25 H 1.78 0.85 2.29
26 H 0.20 1.30 2.99
27 H 0.66 3.55 3.06
28 H 1.93 3.19 1.85
29 C 1.46 3.88 -2.21
30 C 2.29 4.68 -1.23
31 O 1.39 4.84 -0.13
32 C 0.12 4.72 -0.59
33 O -0.85 5.00 0.03
34 O 0.13 4.25 -1.86
35 H 1.59 2.80 -2.04
36 H 1.68 4.07 -3.25
37 H 2.56 5.66 -1.62
38 H 3.20 4.18 -0.90
39 C 0.98 -2.55 -2.94
40 C 1.80 -1.26 -3.07
41 O 1.34 -0.67 -4.29
42 C 0.36 -1.41 -4.82
43 O -0.23 -1.14 -5.82
44 O 0.12 -2.52 -4.08
45 H 0.45 -2.64 -2.00
46 H 1.63 -3.41 -3.05
47 H 2.86 -1.50 -3.19
48 H 1.70 -0.57 -2.23
49 C -1.66 -2.90 -0.36
50 C -2.75 -2.57 0.64
51 O -3.37 -3.86 0.90
52 C -2.57 -4.84 0.44
53 O -2.74 -6.00 0.61
54 O -1.53 -4.32 -0.26
55 H -0.73 -2.40 -0.09
56 H -1.91 -2.60 -1.37
57 H -3.48 -1.83 0.35
58 H -2.31 -2.29 1.59
59 C -5.18 1.41 -3.31
60 C -4.35 0.15 -2.96
61 O -5.36 -0.87 -2.83
62 C -6.59 -0.32 -2.93
63 O -7.60 -0.93 -2.86
64 O -6.52 1.02 -3.11
65 H -4.99 1.70 -4.34
66 H -4.88 2.25 -2.69
67 H -3.85 0.28 -2.01
68 H -3.64 -0.14 -3.73
69 C 0.60 -1.66 4.59
70 C -0.45 -1.78 3.48
71 O -0.76 -3.20 3.47
72 C 0.02 -3.85 4.35
73 O 0.14 -5.03 4.43
74 O 0.66 -2.97 5.17
75 H 0.34 -0.94 5.36
76 H 1.58 -1.45 4.17
77 H -0.04 -1.57 2.50
78 H -1.34 -1.18 3.61